*P*
Density functional theory data (ωB97M-V/def2-TZVPD) for 2 unconnected molecules or ions with the total composition C2H8N2O.

The geometry in XYZ format:
```
13
Properties=species:S:1:pos:R:3:nbo_charge:R:1
H 0.90 -1.07 0.63 0.436
H -0.57 0.27 -0.17 0.498
H 2.47 -1.48 -0.02 0.389
H 0.84 1.37 -2.02 0.360
C -2.09 0.19 1.09 -0.250
H -1.78 0.75 1.97 0.165
C 1.60 0.05 -0.93 0.319
O -0.91 -0.39 0.48 -0.811
H -2.74 -0.66 1.25 0.180
H -2.56 0.90 0.41 0.167
N 0.70 0.95 -1.11 -0.799
H 2.55 0.13 -1.46 0.139
N 1.60 -1.00 -0.11 -0.792
```

Output
Molar mass (Da): 76.10
Lowest unoccupied orbital energy (eV): 1.0
SMILES: [H]/N=C/N.CO
Orbital gap (hartree): 0.3803

***

*Q*
Density functional theory data (ωB97M-V/def2-TZVPD) for 2 unconnected molecules or ions with the total composition C2H8N2O.

The geometry in XYZ format:
```
13
Properties=species:S:1:pos:R:3:nbo_charge:R:1
H 2.23 0.73 -0.38 0.338
H -1.11 -0.79 -1.55 0.196
H -2.50 -0.17 0.40 0.227
H 1.88 0.79 1.23 0.350
N 1.47 0.76 0.30 -0.679
H 1.02 -2.30 0.36 0.461
N 0.70 -0.40 0.16 -0.161
H -0.60 -0.06 0.85 0.355
C -1.61 0.42 0.19 -0.762
C -0.93 0.15 -1.03 -0.127
H -0.44 0.94 -1.57 0.209
H -1.68 1.46 0.50 0.228
O 1.56 -1.52 0.54 -0.634
```

Output
Molar mass (Da): 76.10
Lowest unoccupied orbital energy (eV): 0.7
Orbital gap (hartree): 0.3209

***

*R*
Density functional theory data (ωB97M-V/def2-TZVPD) for 2 unconnected molecules or ions with the total composition C2H8N2O.

The geometry in XYZ format:
```
13
Properties=species:S:1:pos:R:3:nbo_charge:R:1
H 0.69 -0.40 1.37 0.190
O 0.12 -2.22 -0.67 -0.601
H -1.38 2.01 0.26 0.371
H 1.85 -0.67 -0.97 0.204
N -0.28 -0.86 -0.98 -0.229
C 0.83 0.37 0.62 -0.231
C 0.94 -0.09 -0.77 -0.367
H -0.72 -2.68 -0.65 0.468
N -1.16 1.11 0.67 -0.993
H 1.16 1.34 0.97 0.185
H -1.39 0.31 0.04 0.419
H -1.60 1.02 1.58 0.375
H 0.94 0.75 -1.47 0.207
```

Output
Molar mass (Da): 76.10
Lowest unoccupied orbital energy (alpha / beta) (eV): 0.9 / 0.4
Orbital gap (alpha / beta) (hartree): 0.3211 / 0.2291

***

Which is the most stable structure? *P* is the most stable.

***

*P*
Density functional theory data (ωB97M-V/def2-TZVPD) for 2 unconnected molecules or ions with the total composition C2H6O3.

The geometry in XYZ format:
```
11
Properties=species:S:1:pos:R:3:nbo_charge:R:1
H -0.08 0.81 -0.79 0.304
H -1.47 2.46 1.13 0.445
H 1.20 -0.39 1.07 0.318
O -1.09 1.69 0.77 -1.027
H -0.13 -0.58 -1.75 0.235
H 1.39 0.07 -1.45 0.225
H -1.04 0.04 1.00 0.538
C 0.47 -0.09 -1.02 -0.505
C 0.51 -1.00 0.29 0.335
O 1.03 -2.15 -0.09 -0.313
O -0.78 -0.86 0.83 -0.554
```

Output
Molar mass (Da): 78.07
Lowest unoccupied orbital energy (eV): -4.9
Orbital gap (hartree): 0.1634

***

*Q*
Density functional theory data (ωB97M-V/def2-TZVPD) for 2 unconnected molecules or ions with the total composition C2H6O3.

The geometry in XYZ format:
```
11
Properties=species:S:1:pos:R:3:nbo_charge:R:1
O 0.96 0.87 -1.61 -0.574
H -1.93 0.32 -0.77 0.246
O 0.86 -0.92 1.91 -0.921
C -1.08 -0.32 -1.04 -0.742
H 1.01 1.37 0.74 0.496
H 1.46 -0.32 2.40 0.457
H -1.26 -0.61 -2.09 0.244
O 0.16 0.87 0.56 -0.693
C 0.14 0.52 -0.77 0.779
H -1.23 -1.16 -0.37 0.251
H 0.89 -0.64 1.05 0.456
```

Output
Molar mass (Da): 78.07
Lowest unoccupied orbital energy (eV): 0.4
SMILES: CC(=O)O.O
Orbital gap (hartree): 0.4134

***

Which is the most stable structure? *Q* is the most stable.

***

*P*
Density functional theory data (ωB97M-V/def2-TZVPD) for C2H3NOS in the gas phase.

The geometry in XYZ format:
```
8
Properties=species:S:1:pos:R:3:nbo_charge:R:1
C 0.64 1.12 0.07 -0.131
N -0.54 0.69 0.12 -0.400
H -1.42 -1.03 0.76 0.204
H -1.21 -0.86 -1.01 0.163
O 0.40 -1.50 0.07 -0.467
H 0.81 2.19 0.10 0.226
C -0.71 -0.73 -0.03 0.027
S 2.04 0.12 -0.08 0.378
```

Output
Molar mass (Da): 89.12
Lowest unoccupied orbital energy (alpha / beta) (eV): -2.3 / -2.4
Orbital gap (alpha / beta) (hartree): 0.2600 / 0.2571

***

*Q*
Density functional theory data (ωB97M-V/def2-TZVPD) for C2H3NOS in the gas phase.

The geometry in XYZ format:
```
8
Properties=species:S:1:pos:R:3:nbo_charge:R:1
C 0.40 -0.90 -0.07 -0.394
H 0.30 1.23 -0.19 0.373
O -2.15 -0.67 -0.02 -0.565
H 0.32 -2.00 0.55 0.253
H -1.50 2.11 -0.20 0.424
N -0.76 1.32 0.14 -0.883
C -1.10 -0.04 -0.06 0.644
S 1.73 0.03 -0.01 0.148
```

Output
Molar mass (Da): 89.12
Lowest unoccupied orbital energy (eV): -1.4
SMILES: NC(=O)C=S
Orbital gap (hartree): 0.2871

***

*R*
Density functional theory data (ωB97M-V/def2-TZVPD) for 2 unconnected molecules or ions with the total composition C2H3NOS.

The geometry in XYZ format:
```
8
Properties=species:S:1:pos:R:3:nbo_charge:R:1
H 2.26 -0.79 -0.12 0.183
H 1.23 -0.39 1.33 0.183
S -2.96 -0.48 0.21 0.708
H 0.53 1.42 -0.78 0.423
C 1.30 -0.48 0.26 -0.350
O -2.94 1.00 0.20 -0.721
C 0.04 -0.72 -0.57 0.139
N 0.55 0.45 -0.53 -0.565
```

Output
Molar mass (Da): 89.12
Lowest unoccupied orbital energy (alpha / beta) (eV): -1.1 / -1.1
Orbital gap (alpha / beta) (hartree): 0.2754 / 0.2775

***

Which is the most stable structure? *Q* is the most stable.

***

*P*
Density functional theory data (ωB97M-V/def2-TZVPD) for a molecular structure, H6O3.

The geometry in XYZ format:
```
9
Properties=species:S:1:pos:R:3:nbo_charge:R:1
O -0.16 1.32 -0.47 -0.775
O -0.14 -1.93 0.09 -1.001
H -0.81 1.21 -1.17 0.506
H -1.05 -2.13 0.31 0.423
H 0.10 0.57 0.06 0.410
O 0.42 -0.11 0.65 -0.954
H -0.05 -1.00 0.29 0.425
H 1.11 0.33 1.15 0.462
H 0.58 1.74 -0.91 0.503
```

Output
Molar mass (Da): 54.05
Lowest unoccupied orbital energy (eV): 0.0
Orbital gap (hartree): 0.3187

***

*Q*
Density functional theory data (ωB97M-V/def2-TZVPD) for 3 unconnected molecules or ions with the total composition H6O3.

The geometry in XYZ format:
```
9
Properties=species:S:1:pos:R:3:nbo_charge:R:1
O 23.34 -21.30 -1.65 -0.937
O 14.49 -21.46 -0.66 -0.939
H 14.55 -20.51 -0.59 0.464
H 19.02 -22.73 -2.01 0.474
H 23.47 -20.48 -1.18 0.468
H 15.40 -21.75 -0.74 0.475
H 24.22 -21.58 -1.90 0.469
H 18.94 -21.67 -0.93 0.469
O 18.42 -22.34 -1.38 -0.943
```

Output
Molar mass (Da): 54.05
Lowest unoccupied orbital energy (eV): 0.7
SMILES: O.O.O
Orbital gap (hartree): 0.4379

***

*R*
Density functional theory data (ωB97M-V/def2-TZVPD) for 3 unconnected molecules or ions with the total composition H6O3.

The geometry in XYZ format:
```
9
Properties=species:S:1:pos:R:3:nbo_charge:R:1
H -1.93 1.93 -1.94 0.464
O -2.23 2.09 -1.04 -0.955
H 0.28 1.11 0.54 0.477
H 1.59 -2.65 1.93 0.475
H -1.72 1.47 -0.52 0.485
O 0.06 0.68 -0.29 -0.955
O 1.27 -2.28 1.10 -0.942
H 0.64 -0.09 -0.32 0.485
H 2.05 -2.27 0.54 0.467
```

Output
Molar mass (Da): 54.05
Lowest unoccupied orbital energy (eV): 0.4
SMILES: O.O.O
Orbital gap (hartree): 0.4083

***

*S*
Density functional theory data (ωB97M-V/def2-TZVPD) for 3 unconnected molecules or ions with the total composition H6O3.

The geometry in XYZ format:
```
9
Properties=species:S:1:pos:R:3:nbo_charge:R:1
H 0.71 -1.35 0.85 0.467
O -2.60 -2.76 -2.53 -0.935
H -2.27 -3.63 -2.29 0.466
O 0.20 -0.57 1.06 -0.938
H 2.77 4.38 1.30 0.466
O 2.33 4.18 2.12 -0.937
H -2.41 -2.69 -3.47 0.469
H -0.71 -0.85 0.98 0.471
H 1.99 3.29 2.00 0.471
```

Output
Molar mass (Da): 54.05
Lowest unoccupied orbital energy (eV): 0.7
SMILES: O.O.O
Orbital gap (hartree): 0.4437

***

Which is the most stable structure? *R* is the most stable.